{"formula": "C28H45BrCuN2P2", "method": "ωB97M-V with the def2-TZVPD basis set", "spin_multiplicity": 2, "total_charge": 2, "homo_ev": [-13.48, -13.48], "lumo_ev": [-6.60, -8.67], "symbols": ["C", "H", "H", "C", "C", "H", "H", "H", "H", "H", "H", "H", "H", "H", "C", "H", "C", "C", "C", "Cu", "C", "H", "H", "H", "H", "C", "C", "H", "C", "C", "H", "C", "C", "P", "C", "C", "H", "H", "C", "H", "H", "N", "C", "C", "H", "H", "H", "H", "C", "C", "C", "H", "H", "H", "C", "H", "H", "H", "H", "H", "C", "C", "H", "H", "H", "H", "C", "H", "P", "Br", "C", "H", "H", "H", "N", "H", "C", "H", "H"], "xyz": [[3.117, 0.758, 2.465], [2.150, 3.577, 1.283], [2.349, -1.044, 1.552], [3.925, -3.249, -1.670], [-1.654, 4.243, -0.408], [3.235, 0.539, 5.884], [3.033, 4.411, -2.548], [-1.571, 4.698, 0.586], [-4.006, -2.164, 1.946], [0.794, 4.641, 0.826], [5.454, 3.053, 3.451], [-1.436, 2.334, -1.396], [0.660, 3.993, 3.222], [2.037, 1.046, -2.275], [0.663, -2.315, -2.790], [-0.181, -2.915, -2.419], [4.104, -0.997, -0.760], [3.458, 0.878, 4.867], [5.047, -0.687, -1.779], [1.497, 0.394, -0.087], [4.025, 1.828, 2.362], [2.486, -0.409, -4.937], [1.526, -2.511, -2.133], [-1.154, 0.371, -0.943], [3.358, 2.768, -1.985], [-1.063, -0.623, -1.404], [1.945, 0.158, -2.925], [-1.620, 2.209, 0.369], [-1.146, 2.796, -0.437], [2.754, -0.057, 1.277], [5.511, 0.299, -1.790], [1.297, 3.505, -1.686], [2.808, 3.690, -1.753], [0.670, 2.493, -0.268], [-2.526, -0.562, 2.196], [3.622, -2.318, -0.672], [-0.690, -1.311, -0.632], [3.929, 1.040, -0.179], [0.348, 3.280, 2.449], [-1.137, 4.877, -1.137], [-2.351, -2.139, -2.273], [4.416, 1.796, 4.733], [-1.181, -0.188, 1.792], [3.423, 0.094, -0.002], [3.559, -4.273, -1.573], [1.968, -0.399, 3.922], [-3.221, -0.870, -1.375], [3.202, 4.116, -0.824], [5.304, -1.597, -2.803], [0.963, -2.689, -4.243], [2.351, 0.497, -4.352], [5.979, -1.332, -3.613], [1.214, -3.752, -4.326], [-2.548, -0.585, 3.300], [4.681, 2.279, 3.519], [0.585, 2.270, 2.808], [0.921, 3.011, -2.596], [2.983, -2.586, 0.173], [0.090, -2.494, -4.881], [-2.538, -0.525, -2.973], [4.670, -2.852, -2.791], [-2.985, -1.922, 1.653], [-2.714, 4.231, -0.689], [1.613, 1.125, -4.852], [-2.346, -2.713, 2.048], [0.799, 4.486, -1.603], [-2.375, -1.073, -2.039], [2.614, -0.610, -2.510], [0.284, -0.533, -2.642], [4.717, -3.938, -4.281], [2.766, 0.334, 3.762], [4.259, 2.282, 1.392], [-2.916, -1.964, 0.565], [1.812, -2.135, -4.651], [-0.122, 0.143, 1.435], [3.302, 1.038, -4.332], [1.059, 3.616, 1.143], [-3.217, 0.240, 1.883], [-0.746, 3.361, 2.374]], "mulliken_spin": [-0.0034, -0.0001, 0.0025, -0.0022, 0.0002, 0.0000, 0.0001, 0.0000, 0.0001, 0.0005, 0.0000, 0.0053, 0.0001, -0.0126, 0.0810, -0.0031, 0.0128, -0.0005, 0.0055, 0.0122, 0.0007, -0.0041, 0.0279, -0.0276, 0.0001, 0.0360, 0.0262, 0.0009, -0.0057, 0.0108, 0.0001, -0.0012, 0.0034, 0.0307, -0.0006, -0.0022, 0.0456, 0.0045, -0.0001, 0.0000, 0.0001, 0.0010, -0.0025, -0.0099, -0.0005, -0.0001, -0.0002, 0.0002, -0.0016, 0.0113, 0.0418, 0.0000, 0.0029, -0.0001, -0.0007, 0.0003, 0.0020, 0.0009, -0.0034, -0.0129, -0.0009, 0.0032, 0.0000, -0.0070, 0.0005, -0.0005, 0.0335, 0.0151, 0.6841, -0.0002, 0.0009, 0.0003, -0.0009, -0.0034, 0.0028, 0.0005, -0.0006, 0.0001, 0.0001]}

---

{"formula": "C27H29NO3PbS7", "method": "ωB97M-V with the def2-TZVPD basis set", "homo_ev": -8.11, "lumo_ev": 0.07, "symbols": ["H", "H", "Pb", "S", "C", "H", "C", "C", "C", "H", "H", "C", "O", "H", "C", "H", "S", "H", "H", "H", "H", "C", "C", "H", "H", "H", "H", "C", "H", "O", "C", "H", "C", "H", "H", "H", "C", "H", "C", "S", "S", "O", "C", "C", "C", "H", "C", "S", "C", "C", "C", "H", "C", "H", "S", "N", "C", "C", "S", "H", "C", "C", "H", "H", "H", "C", "C", "H"], "xyz": [[3.163, -0.800, -5.043], [-1.887, -5.884, -2.003], [-0.044, 0.918, 0.666], [-0.651, 1.549, 3.883], [0.133, 4.857, -1.932], [-3.118, -0.055, 4.005], [0.802, 2.265, -2.418], [-0.651, -2.585, 2.844], [-2.982, 1.188, -3.893], [0.613, -0.279, -4.648], [0.417, 5.198, -4.030], [-1.308, -2.596, -1.885], [-0.447, -0.578, -1.027], [0.892, -3.768, 1.977], [2.591, -1.174, -4.208], [-0.282, -4.095, -3.046], [-1.846, -1.272, 2.461], [-0.086, -2.932, 0.773], [-2.535, -1.530, 4.743], [1.418, 3.469, 3.192], [3.982, -0.210, 2.498], [-0.153, 4.275, 0.527], [-1.554, -0.480, -3.135], [3.477, 0.355, 4.075], [2.545, -1.860, 3.714], [1.039, 2.813, -4.471], [1.385, 1.009, 5.027], [-3.079, 0.300, -4.918], [-3.514, 2.127, -3.863], [-0.221, 3.291, 1.331], [0.386, -2.827, 1.755], [-0.163, -2.351, 3.789], [-2.842, -4.277, -0.928], [0.799, 2.596, 5.500], [1.210, -0.692, 3.685], [4.111, -2.360, -3.162], [-1.055, -3.859, -2.331], [-0.136, 5.868, -1.663], [3.113, 0.109, 3.075], [2.524, 1.635, 2.288], [-2.639, -2.584, -0.798], [-0.333, 5.461, 0.773], [-1.934, -4.830, -1.777], [3.109, -1.975, -3.239], [0.945, 1.933, 4.644], [1.041, 1.218, -2.559], [0.171, 3.901, -0.925], [-2.094, -1.076, -4.655], [1.213, -0.896, -3.996], [1.898, 2.616, 3.677], [-1.140, 0.097, 4.845], [-1.196, -3.519, 2.992], [2.101, -1.029, 3.160], [-1.523, 0.401, 5.822], [1.927, -2.406, -2.080], [0.498, 2.636, -1.175], [-0.639, -1.267, -2.203], [-2.113, 0.731, -2.864], [1.650, -1.551, 1.489], [-0.269, -0.535, 5.030], [0.705, -1.499, -2.882], [0.444, 4.475, -3.224], [-3.615, -4.779, -0.370], [-3.661, 0.390, -5.820], [2.758, 2.983, 4.240], [0.791, 3.154, -3.476], [-2.233, -0.681, 4.126], [-1.904, 1.273, -1.956]], "nbo_charge": [0.2221, 0.2205, 1.4615, 0.2587, -0.2170, 0.2409, 0.1137, -0.5403, -0.2578, 0.2334, 0.2186, -0.2141, -1.0346, 0.2266, -0.2637, 0.2335, 0.2441, 0.2685, 0.2276, 0.2798, 0.2416, 0.7536, -0.2199, 0.2308, 0.2227, 0.2228, 0.2056, -0.4247, 0.2227, -0.8667, -0.5418, 0.2105, -0.4331, 0.2309, 0.2176, 0.2342, -0.2808, 0.2519, -0.5512, 0.2304, 0.4748, -0.6569, -0.2600, -0.4230, -0.5366, 0.2104, 0.0985, 0.4460, -0.2759, -0.5426, -0.5455, 0.2310, -0.5600, 0.2258, 0.4601, -0.5662, 0.2382, -0.2592, 0.2292, 0.1992, -0.2195, -0.1586, 0.2327, 0.2341, 0.2250, -0.2604, -0.5471, 0.2273]}

---

{"formula": "C27H20ClFGdN11O4", "method": "ωB97M-V with the def2-TZVPD basis set", "spin_multiplicity": 8, "total_charge": -2, "homo_ev": [-1.87, -1.88], "lumo_ev": [3.93, 3.93], "symbols": ["C", "C", "N", "C", "C", "C", "C", "N", "N", "C", "H", "C", "H", "O", "H", "C", "C", "H", "N", "N", "C", "H", "H", "N", "H", "F", "Cl", "H", "H", "H", "C", "C", "H", "O", "N", "C", "Gd", "C", "C", "N", "C", "H", "H", "C", "C", "O", "C", "H", "C", "O", "N", "H", "C", "C", "N", "C", "H", "C", "H", "C", "H", "H", "N", "C", "H"], "xyz": [[0.933, 3.270, 0.571], [1.834, 1.148, 5.251], [-1.024, -3.711, -3.028], [-2.455, 0.575, 3.126], [-2.408, 0.153, 1.813], [0.509, -2.495, -3.897], [-0.798, 1.661, 1.203], [0.288, -3.521, -4.732], [-0.347, -2.580, -2.804], [-1.366, 0.594, -5.204], [-3.145, 0.001, 3.797], [-0.784, 2.831, -5.808], [1.608, 3.729, -0.129], [0.812, -1.036, 0.732], [2.270, 1.545, 6.201], [-1.721, 1.680, 3.503], [-0.121, 2.532, -2.159], [-1.977, -4.310, 2.553], [-0.317, 1.793, -1.084], [1.555, -0.465, -1.903], [-0.504, 2.110, -3.489], [-0.009, 4.072, -4.327], [-0.439, -5.291, 2.481], [1.405, -1.448, -4.158], [1.065, -2.537, 5.657], [-2.712, -1.407, -0.760], [-0.872, 4.141, -6.952], [2.531, 1.441, 4.455], [0.158, -4.146, 3.963], [-3.040, -0.620, 1.408], [-1.124, -4.660, 1.904], [1.431, -1.004, 4.264], [-1.512, 1.352, -7.216], [-1.454, -0.072, -2.902], [2.519, 0.339, -1.369], [-0.445, 3.073, -4.510], [-0.699, -1.015, -0.966], [0.001, 2.308, 0.155], [0.461, -3.161, 3.649], [-1.543, 0.632, 0.910], [-1.163, 0.825, -3.798], [1.831, 0.434, 2.741], [2.088, -1.654, -4.916], [1.440, -0.585, 2.944], [-0.418, -3.479, 1.339], [-0.539, -3.234, 0.080], [-0.830, 2.236, 2.564], [1.518, 4.753, 2.057], [-1.232, 1.573, -6.193], [1.757, -0.274, 5.371], [3.106, -0.004, -3.435], [-1.779, 2.191, 4.470], [0.846, 3.883, 1.865], [0.899, -1.483, 1.969], [-0.638, -4.266, -4.140], [0.380, -2.758, 2.306], [0.845, 1.611, 5.175], [-0.031, 3.387, 2.781], [-1.566, -0.456, -5.506], [1.030, -2.316, 4.598], [-1.601, -5.235, 1.132], [0.231, 3.537, -1.957], [3.403, 0.617, -2.276], [1.997, -0.698, -3.155], [-0.137, 3.894, 3.781]], "mulliken_spin": [-0.0003, 0.0000, 0.0006, 0.0001, -0.0003, 0.0038, -0.0088, -0.0011, -0.0365, -0.0020, -0.0001, 0.0001, 0.0000, -0.0124, 0.0000, 0.0011, 0.0018, 0.0002, -0.0076, -0.0145, 0.0037, -0.0001, 0.0001, 0.0002, -0.0001, -0.0258, 0.0000, 0.0000, 0.0002, 0.0005, 0.0007, 0.0010, 0.0000, -0.0220, 0.0018, -0.0004, 7.1303, -0.0055, 0.0007, -0.0014, -0.0023, -0.0002, 0.0000, -0.0027, 0.0078, -0.0091, -0.0038, -0.0001, 0.0001, 0.0000, 0.0001, 0.0002, 0.0001, 0.0067, -0.0018, -0.0036, 0.0000, 0.0020, 0.0001, -0.0014, -0.0003, 0.0003, 0.0001, -0.0001, 0.0001]}

---

{"formula": "C4H9N2O", "method": "ωB97M-V with the def2-TZVPD basis set", "total_charge": 1, "homo_ev": -14.49, "lumo_ev": -4.87, "symbols": ["N", "N", "H", "H", "H", "C", "H", "H", "O", "H", "C", "H", "C", "H", "H", "C"], "xyz": [[1.123, 0.201, -0.148], [-0.561, 1.697, -0.259], [-1.978, -1.154, 0.467], [3.086, 0.560, -0.161], [-0.536, 2.271, -1.041], [-1.096, 0.366, -0.579], [0.150, -1.603, -0.633], [-2.783, 0.330, 0.755], [0.718, 1.451, 0.281], [-1.195, -0.109, 1.538], [0.154, -0.471, -0.627], [-1.807, 0.456, -1.422], [2.437, -0.117, 0.340], [2.717, -1.077, 0.168], [2.608, 0.093, 1.342], [-1.834, -0.168, 0.642]], "nbo_charge": [0.0414, -0.2737, 0.2115, 0.2532, 0.3707, -0.1462, 0.2810, 0.2584, -0.1673, 0.2238, 0.1965, 0.2723, -0.4298, 0.2444, 0.2611, -0.5974]}

---

{"formula": "C12H36B3IN3O9P", "method": "ωB97M-V with the def2-TZVPD basis set", "homo_ev": -8.74, "lumo_ev": 0.28, "symbols": ["H", "H", "H", "H", "H", "H", "H", "B", "H", "O", "N", "H", "H", "H", "B", "H", "C", "C", "H", "C", "N", "H", "C", "O", "H", "H", "P", "H", "C", "H", "H", "H", "C", "H", "O", "C", "C", "H", "O", "H", "H", "H", "C", "H", "N", "C", "H", "H", "H", "C", "C", "O", "H", "H", "O", "B", "H", "O", "O", "H", "H", "O", "H", "H", "I"], "xyz": [[-5.828, -1.896, -2.281], [2.867, 0.394, -0.495], [4.448, 2.706, 2.776], [-1.925, 0.632, 3.816], [5.185, 2.547, -0.821], [1.341, -2.030, 4.142], [-4.394, -1.983, -4.800], [-0.943, 0.220, -1.811], [-1.544, -1.300, 4.767], [-0.597, -2.100, -0.483], [-4.570, -2.350, -3.868], [-6.543, 0.356, -3.096], [6.627, 1.597, 2.398], [-7.186, -3.228, -3.690], [-1.868, -1.726, -0.870], [3.731, -2.783, -1.383], [0.867, -0.086, 3.471], [-6.230, 0.509, -5.637], [8.030, 4.491, 1.201], [-6.995, -2.213, -4.035], [4.715, 1.720, -0.463], [-7.876, -1.605, -3.822], [4.159, 2.650, 1.725], [3.180, -2.007, -1.538], [3.102, 2.388, 1.675], [1.697, -0.181, 2.766], [2.262, -1.705, -0.253], [-7.174, 0.813, -5.171], [6.478, 1.626, 1.310], [-1.047, 1.398, -1.745], [-0.554, -2.574, 5.458], [7.095, 3.763, 2.524], [0.423, -1.502, 3.867], [-0.651, 1.632, 4.547], [-2.029, -0.618, -1.670], [7.131, 3.926, 1.442], [4.985, 1.609, 0.979], [6.931, 0.724, 0.891], [7.208, 2.699, 0.745], [-5.918, 1.283, -6.337], [-0.934, -1.662, 2.377], [-6.861, -2.259, -5.117], [-1.084, 1.296, 3.598], [-4.824, 0.163, -2.720], [-0.168, -2.221, 2.743], [-5.612, -0.133, -3.417], [-0.213, -0.884, 5.857], [4.621, 0.625, 1.283], [0.512, -2.303, 1.993], [-0.526, -1.561, 5.059], [-5.752, -1.658, -3.346], [2.705, -0.247, 0.216], [5.159, 0.941, -0.942], [-6.400, -0.415, -6.195], [0.293, -0.396, -1.886], [0.486, -1.401, -0.970], [1.230, 0.470, 4.347], [-0.109, 0.680, 2.783], [-5.206, 0.375, -4.674], [-3.760, -2.074, -3.320], [4.272, 3.641, 1.284], [2.365, -2.695, 0.826], [6.260, 4.518, 1.150], [-1.459, 2.164, 3.057], [-3.585, -2.760, -0.216]], "nbo_charge": [0.1930, 0.5366, 0.2073, 0.1659, 0.3672, 0.1934, 0.3538, 1.0194, 0.1987, -0.8974, -0.8256, 0.1609, 0.1662, 0.2201, 0.9161, 0.5194, -0.0768, -0.2470, 0.1912, -0.6132, -0.8563, 0.2022, -0.6175, -0.9953, 0.2244, 0.1948, 2.1127, 0.1661, -0.0708, -0.0889, 0.2207, 0.1669, -0.0821, 0.1671, -0.9119, -0.2473, -0.0931, 0.1842, -0.5482, 0.1891, 0.3424, 0.2010, -0.2464, 0.1893, -0.8313, -0.0744, 0.1992, 0.2098, 0.3772, -0.6124, -0.0851, -1.0060, 0.3582, 0.1648, -0.8835, 0.7657, 0.1578, -0.5554, -0.5492, 0.3512, 0.2005, -1.0831, 0.1645, 0.1863, -0.0070]}